C60H52N5OP2SV as an isolated structure at a distorted geometry, computed with the ωB97M-V functional and the def2-TZVPD basis.

The geometry in XYZ format:
```
122
C60H52N5OP2SV (the ωB97M-V functional and the def2-TZVPD basis)
V -0.50965 -0.08379 -0.96388
N -4.60821 -1.78495 -1.62855
C -3.31460 -1.41262 -1.55667
S -2.97317 0.17238 -1.03227
N -2.35721 -2.19658 -1.96883
N -1.08772 -1.60408 -2.06549
C -0.24043 -2.21193 -2.91592
C -0.60147 -3.40631 -3.59717
C -0.42587 -3.52903 -4.98671
C -0.82905 -4.66923 -5.64082
C -1.26347 -5.76636 -4.94477
C -1.43465 -5.64451 -3.56119
C -1.14581 -4.45589 -2.88465
C 0.90374 -1.40309 -3.22703
C 1.95351 -1.85593 -4.01085
C 2.89768 -0.89625 -4.45901
C 2.72423 0.40905 -4.00931
C 1.80356 0.68583 -2.98315
N 0.91174 -0.19300 -2.56381
H -5.35103 -1.07884 -1.53970
H -4.83260 -2.69314 -2.00719
H 0.13684 -2.75526 -5.53752
H -0.69266 -4.77605 -6.70202
H -1.48689 -6.74523 -5.40093
H -1.80988 -6.51599 -2.97418
H -1.47528 -4.38926 -1.86233
H 2.06095 -2.91808 -4.24084
H 3.72808 -1.06711 -5.15510
H 3.27727 1.22864 -4.42028
H 1.83104 1.67138 -2.50216
C 2.13364 2.68987 0.49413
N 1.15973 3.71507 0.33811
C 0.55581 3.80857 -1.01991
P -0.75694 2.47457 -1.29702
C -1.11761 2.66500 -3.07790
C -0.08669 2.95796 -3.98230
C -0.34434 2.82865 -5.31440
C -1.63055 2.64749 -5.82806
C -2.67426 2.45856 -4.93239
C -2.42734 2.47100 -3.57230
C -2.20225 3.24483 -0.54239
C -2.62644 4.49640 -1.04404
C -3.56010 5.25019 -0.30743
C -4.24819 4.68227 0.79381
C -4.02929 3.37194 1.14083
C -2.92939 2.71613 0.57493
C 1.26383 4.84788 1.17650
C 0.14690 5.43037 1.82386
C 0.24795 6.47860 2.72558
C 1.47146 7.03583 3.02064
C 2.61671 6.47162 2.41407
C 2.51907 5.52061 1.44015
P 1.48451 0.87268 0.46711
C 3.18846 0.17117 0.30180
C 4.33255 0.64678 1.02420
C 5.54852 -0.06213 0.90706
C 5.63951 -1.20829 0.11724
C 4.47731 -1.73910 -0.43739
C 3.27403 -1.05475 -0.30410
C 1.25598 0.56695 2.25095
C 0.49395 1.44994 2.98382
C 0.72289 1.72000 4.34412
C 1.63331 0.94512 5.02781
C 2.37047 -0.01532 4.34118
C 2.19589 -0.19305 2.98522
H 2.63128 2.82171 1.46902
H 2.89456 2.74332 -0.33609
H 1.37240 3.71660 -1.78018
H 0.14477 4.80477 -1.22877
H 0.91925 3.27453 -3.64551
H 0.48798 2.90429 -6.02363
H -1.77037 2.64373 -6.92301
H -3.65378 2.33093 -5.36250
H -3.25475 2.38227 -2.88837
H -2.18447 4.95086 -1.91905
H -3.80526 6.28010 -0.64429
H -5.01569 5.25236 1.32634
H -4.70462 2.84545 1.81359
H -2.61171 1.77742 1.01184
H -0.85491 4.98056 1.70966
H -0.63710 6.84974 3.23548
H 1.54607 7.91575 3.68009
H 3.58620 6.89116 2.68664
H 3.35815 5.21592 0.81136
H 4.28038 1.44892 1.74148
H 6.44431 0.35251 1.42638
H 6.63857 -1.67232 0.01537
H 4.46517 -2.69015 -0.97015
H 2.37397 -1.59177 -0.66390
H -0.27791 2.12047 2.54878
H 0.25005 2.62231 4.79904
H 1.67995 1.07712 6.08842
H 3.10937 -0.61167 4.92723
H 2.73508 -1.04088 2.52713
O -3.52685 1.19194 3.83584
H -3.32565 2.06191 4.27186
H -4.47591 1.02252 3.99806
C -0.46799 -1.18772 0.52564
C -0.44383 -2.12181 1.35102
C -0.54425 -3.24006 2.19214
C 0.45996 -4.28319 2.03602
C 1.17556 -4.36934 0.84715
C 2.17784 -5.35365 0.63342
C 2.39690 -6.36097 1.55154
C 1.60539 -6.32354 2.70442
C 0.72945 -5.28685 2.98939
C -1.61616 -3.34128 3.13748
C -2.02921 -4.61764 3.64696
C -2.97731 -4.73547 4.59748
C -3.61562 -3.60607 5.09385
C -3.26336 -2.35324 4.60952
C -2.26912 -2.19190 3.64697
H 1.02556 -3.63510 0.05167
H 2.76176 -5.26847 -0.27066
H 3.19437 -7.11359 1.48136
H 1.65872 -7.11010 3.43428
H 0.24555 -5.29160 3.97116
H -1.63557 -5.48184 3.16660
H -3.21981 -5.74943 4.99277
H -4.29135 -3.64484 5.97567
H -3.77824 -1.48039 5.08405
H -1.98584 -1.20248 3.32081
```

## Properties
Net charge: -1
Spin multiplicity: 4
DFT total energy: -127659.741 eV

Here are the Löwdin charges for atoms 1 to 6, given in e:
1. V 0.2876
2. N 0.0502
3. C -0.8461
4. S 0.7265
5. N 0.0072
6. N -0.1131